(a)
DFT (the ωB97M-V functional and the def2-TZVPD basis) results for an isolated ion of composition C6H8N and charge +1.

As for the highest occupied orbital energy: -0.5387 hartree.

Geometry as ORCA input:
```
! wB97M-V def2-TZVPD RIJCOSX def2/J DEFGRID3
* xyz 1 1
C -1.5923 0.2442 0.0748
C -2.1253 1.3565 -0.2463
C 0.5997 -0.4143 -0.7949
C -0.7651 -0.9240 -0.4631
C -1.2390 -0.8373 0.8975
C 1.8845 1.1515 0.3417
N 0.8477 0.7914 -0.2948
H 1.4072 -1.1466 -0.5613
H 0.4778 -0.3424 -1.9573
H -1.4175 -1.5561 -1.0693
H -2.1065 -1.3895 1.2053
H -0.5070 -0.9090 1.7120
H 1.7893 2.0359 0.8876
H 2.7884 0.5898 0.5225
H -0.0420 1.3501 -0.2543
*
```

Here are the natural (NBO) charges for atoms 1 to 4, given in e: number 1, C, carries -0.4757; number 2, C, carries 0.2738; number 3, C, carries -0.2712; number 4, C, carries -0.1327

***

(b)
DFT (the ωB97M-V functional and the def2-TZVPD basis) results for C6H8N as an isolated structure.

As for the highest occupied orbital energy: -0.5353 hartree.

Geometry as ORCA input:
```
! wB97M-V def2-TZVPD RIJCOSX def2/J DEFGRID3
* xyz 1 1
C -1.0400 0.0381 -1.9219
C -1.8854 -0.3270 -2.8252
C 0.2818 0.6816 -1.8328
C -0.7274 0.7215 0.7155
C -0.2777 -0.6569 1.0066
C 1.1009 -0.8826 1.5246
N -0.3676 0.2045 -0.6679
H 1.1059 0.1547 -2.1232
H 0.1884 1.7178 -2.0869
H -1.7612 1.0588 1.0104
H 0.0100 1.4927 0.9535
H -1.0216 -1.4677 0.9766
H 1.1370 -0.8841 2.6764
H 1.6267 -0.0221 1.3173
H 1.6303 -1.8292 1.2770
*
```

Here are the natural (NBO) charges for atoms 1 to 4, given in e: number 1, C, carries -0.2933; number 2, C, carries 0.3527; number 3, C, carries -0.1140; number 4, C, carries -0.2550

***

Q: Which of them is the most stable? A: (a).

***

(a)
DFT (the ωB97M-V functional and the def2-TZVPD basis) results for an isolated ion of composition C6H8N and charge +1.

As for the highest occupied orbital energy: -0.5260 hartree.

Geometry as ORCA input:
```
! wB97M-V def2-TZVPD RIJCOSX def2/J DEFGRID3
* xyz 1 1
C -1.2920 -0.1414 -2.8722
C 0.5897 -0.1765 0.0553
C -0.5710 0.1207 -0.5312
C 1.8754 -0.9547 -0.0049
C 1.4620 -0.1107 1.1901
C -1.7484 0.7049 0.2921
N -0.9392 -0.2137 -1.7753
H -1.9146 0.1281 -3.6544
H 1.7786 -1.9921 0.2301
H 2.6741 -0.5285 -0.4901
H 1.8978 0.8738 1.5847
H 1.3094 -0.6901 2.0733
H -1.9867 1.7945 0.2749
H -2.7073 0.1140 0.1701
H -1.5128 0.7268 1.3108
*
```

Here are the natural (NBO) charges for atoms 1 to 4, given in e: number 1, C, carries 0.4213; number 2, C, carries 0.1529; number 3, C, carries 0.0290; number 4, C, carries -0.4205

***

(b)
DFT (the ωB97M-V functional and the def2-TZVPD basis) results for an isolated ion of composition C6H8N and charge +1.

As for the highest occupied orbital energy (alpha / beta): -0.5007 / -0.5006 hartree.

Geometry as ORCA input:
```
! wB97M-V def2-TZVPD RIJCOSX def2/J DEFGRID3
* xyz 1 1
C -2.1923 0.0432 -0.2051
C -3.1429 -0.3120 -0.9807
C -1.2817 1.2207 0.3555
C -0.0206 -1.1308 0.8267
C 0.8738 -0.8029 -0.3431
C 1.8868 0.2098 -0.5134
N -1.1228 -0.1683 0.6005
H -0.6215 1.8482 -0.2847
H -1.7098 1.9014 1.1110
H -0.2451 -2.2056 0.6519
H 0.5219 -0.8003 1.6698
H 0.6304 -1.0601 -1.3865
H 2.0849 0.6766 -1.4746
H 2.7932 -0.3731 -0.2603
H 1.5458 0.9534 0.2328
*
```

Here are the natural (NBO) charges for atoms 1 to 4, given in e: number 1, C, carries -0.2716; number 2, C, carries 0.3044; number 3, C, carries -0.1258; number 4, C, carries -0.2800

***

Q: Which of them is the most stable? A: (a).

***

(a)
DFT (the ωB97M-V functional and the def2-TZVPD basis) results for one molecule with the formula C2H6N2OS2.

As for the highest occupied orbital energy: -0.3105 hartree.

Geometry as ORCA input:
```
! wB97M-V def2-TZVPD RIJCOSX def2/J DEFGRID3
* xyz 0 1
C -1.8949 -1.2567 0.8649
C 0.5426 -0.2034 -0.1822
H -1.4630 -1.7378 1.7129
H -2.7566 -1.8144 0.5717
H -2.1382 -0.2080 1.0090
H 1.8975 -1.6397 0.1598
H 2.2835 0.7502 0.8241
H -0.8610 2.7375 0.8401
N 1.8323 -0.7277 -0.2169
N 0.4106 1.0090 0.1389
O 2.8069 0.0788 0.3729
S -0.7233 -1.4015 -0.5244
S -0.9644 1.9061 -0.2037
*
```

Here are the natural (NBO) charges for atoms 1 to 4, given in e: number 1, C, carries -0.7196; number 2, C, carries 0.2434; number 3, H, carries 0.2177; number 4, H, carries 0.2334

***

(b)
DFT (the ωB97M-V functional and the def2-TZVPD basis) results for a 2-piece molecular cluster, C2H6N2OS2 overall.

As for the highest occupied orbital energy: -0.3218 hartree.

Geometry as ORCA input:
```
! wB97M-V def2-TZVPD RIJCOSX def2/J DEFGRID3
* xyz 0 1
C -1.2633 -0.4643 0.2259
C 0.1466 0.0672 0.3331
H -1.4116 1.1741 -1.9279
H -1.4550 -1.5204 0.2261
H -1.8218 -0.1000 1.1262
H 2.0787 0.0394 -0.5837
H -0.2308 -1.5543 -1.7861
H 1.6768 1.9816 2.7723
N 1.0426 -0.2136 -0.7723
N 0.4123 0.8392 1.3054
O 0.9553 -1.6609 -1.1098
S -2.0819 -0.2465 -1.3313
S 1.9521 1.6584 1.5220
*
```

Here are the natural (NBO) charges for atoms 1 to 4, given in e: number 1, C, carries -0.6059; number 2, C, carries 0.3820; number 3, H, carries 0.1823; number 4, H, carries 0.2486

***

Q: Which of them is the most stable? A: (a).

***

(a)
DFT (the ωB97M-V functional and the def2-TZVPD basis) results for a 2-piece molecular cluster, C6H16 overall.

As for the highest occupied orbital energy: -0.3963 hartree.

Geometry as ORCA input:
```
! wB97M-V def2-TZVPD RIJCOSX def2/J DEFGRID3
* xyz 0 1
C 1.2226 2.1114 -0.6633
C 0.5748 1.1036 -1.6321
C 0.2404 2.4551 0.4668
H 2.1402 1.6362 -0.2969
H 1.3674 2.9723 -1.3602
H -0.5640 1.2997 -1.7934
H -0.8162 2.3453 0.1677
H 0.5351 1.8171 1.2833
H 0.2672 3.4771 0.9763
H 1.0237 0.9432 -2.6679
H 0.4058 0.1809 -1.0422
C -0.2069 -2.0576 1.0536
C -0.6056 -2.7079 -0.3563
C -1.0841 -0.8424 1.1417
H -0.2231 -2.7306 1.9215
H 0.8965 -1.8572 0.8692
H -0.9436 -1.9173 -1.0275
H -2.1318 -1.1443 0.9727
H -1.3738 -3.4431 -0.1202
H 0.1654 -3.3921 -0.5813
H -0.9814 -0.4464 2.1144
H -0.6153 -0.1143 0.5218
*
```

Here are the natural (NBO) charges for atoms 1 to 4, given in e: number 1, C, carries -0.4154; number 2, C, carries -0.6115; number 3, C, carries -0.6250; number 4, H, carries 0.2067

***

(b)
DFT (the ωB97M-V functional and the def2-TZVPD basis) results for a 2-piece molecular cluster, C6H16 overall.

As for the highest occupied orbital energy: -0.4093 hartree.

Geometry as ORCA input:
```
! wB97M-V def2-TZVPD RIJCOSX def2/J DEFGRID3
* xyz 0 1
C 1.0452 -0.4873 -1.5543
C 0.4094 -0.5191 -2.9717
C 2.4176 0.1767 -1.5155
H 1.1033 -1.4993 -1.1547
H 0.3598 0.0816 -0.9397
H -0.3854 0.2204 -3.0426
H 1.1497 -0.2796 -3.7439
H 3.2162 -0.3769 -1.0077
H -0.0459 -1.4947 -3.1563
H 2.4126 1.1298 -0.9729
H 2.7923 0.5032 -2.4914
C -1.6066 0.1431 1.5122
C -1.1841 1.5076 2.0247
C -1.2424 -0.9623 2.5062
H -2.6694 0.0612 1.2846
H -1.1094 -0.0837 0.5606
H -0.1135 1.6623 1.8611
H -1.4146 1.6248 3.0796
H -0.1622 -0.9646 2.6669
H -1.7695 -0.8362 3.4479
H -1.6593 2.3288 1.4826
H -1.5440 -1.9358 2.1244
*
```

Here are the natural (NBO) charges for atoms 1 to 4, given in e: number 1, C, carries -0.4111; number 2, C, carries -0.6049; number 3, C, carries -0.6182; number 4, H, carries 0.2013

***

Q: Which of them is the most stable? A: (b).